[1]
Density functional theory data (ωB97M-V/def2-TZVPD) for a structure of composition C43H35ClN4O4PtS3.

Geometry as XYZ:
```
91
Properties=species:S:1:pos:R:3:forces:R:3
Pt 1.0395 0.7247 -1.0682 0.115 -0.002 -0.126
C -2.2657 0.2956 7.7039 -0.003 -0.002 0.002
C -1.8136 -0.1362 6.3356 0.008 -0.003 0.003
C -2.4944 0.2959 5.1953 -0.013 0.010 -0.017
C -2.0733 -0.0663 3.9293 0.007 -0.012 0.013
C -0.9546 -0.8799 3.8034 0.008 0.017 -0.014
C -0.2559 -1.3146 4.9147 0.001 0.009 -0.010
C -0.6940 -0.9450 6.1807 -0.006 0.004 0.004
S -0.3695 -1.3102 2.1692 0.032 0.003 -0.028
O -0.4585 -0.0554 1.3805 -0.066 0.029 -0.031
C -1.7888 -2.3348 1.6885 0.017 0.011 0.014
C -2.4754 -3.0724 2.6822 -0.023 -0.017 0.001
C -3.5509 -3.8380 2.3583 -0.008 -0.004 -0.010
C -4.0085 -3.9038 1.0206 0.005 0.000 0.012
C -5.1466 -4.6700 0.6693 -0.003 -0.003 -0.002
C -5.5741 -4.7356 -0.6243 0.005 0.004 0.005
C -4.8757 -4.0334 -1.6292 -0.002 0.001 -0.001
C -3.7750 -3.2876 -1.3174 0.005 0.014 -0.002
C -3.3073 -3.1956 0.0196 -0.019 0.008 0.016
C -2.1621 -2.4092 0.3720 -0.049 -0.009 -0.026
C -1.3757 -1.8325 -0.7665 0.038 0.110 0.022
C -0.5489 -2.7535 -1.4855 0.060 -0.038 -0.048
C -0.3811 -4.0974 -1.0559 -0.037 0.049 0.006
C 0.4168 -4.9586 -1.7481 0.039 -0.004 -0.050
C 1.0998 -4.5419 -2.9136 -0.012 -0.043 0.043
C 0.9646 -3.2614 -3.3517 -0.023 0.055 0.006
C 0.1413 -2.3427 -2.6538 -0.012 -0.135 0.052
C 0.0104 -1.0178 -3.0893 0.111 0.070 0.050
C -0.7601 -0.1170 -2.3831 -0.078 0.230 0.325
C -1.4560 -0.5346 -1.2079 -0.318 -0.238 -0.140
S -2.5261 0.7161 -0.4139 -0.018 -0.057 0.005
O -3.4235 0.0323 0.5512 0.084 -0.001 0.032
C -3.5627 0.9877 -1.8660 -0.003 -0.019 0.002
C -3.3226 2.0527 -2.7177 -0.009 0.017 -0.004
C -4.1566 2.2498 -3.8120 0.006 0.003 0.010
C -5.2329 1.4045 -4.0541 -0.003 -0.011 0.001
C -6.1540 1.6361 -5.2208 -0.001 0.002 0.000
C -5.4664 0.3525 -3.1673 0.000 0.016 -0.016
C -4.6457 0.1449 -2.0735 0.007 -0.012 0.007
H -3.3427 0.4590 7.7296 -0.001 -0.002 0.001
H -1.7837 1.2330 7.9900 -0.002 0.001 -0.002
H -2.0127 -0.4493 8.4581 0.002 0.002 -0.001
H -3.3709 0.9237 5.3071 0.001 0.001 0.001
H -2.5982 0.2591 3.0374 0.001 0.018 -0.004
H 0.6230 -1.9371 4.7935 -0.003 0.001 -0.004
H -0.1541 -1.2850 7.0567 -0.002 0.000 0.000
H -2.1499 -3.0124 3.7118 -0.007 -0.014 -0.016
H -4.0780 -4.3944 3.1240 -0.001 -0.002 0.000
H -5.6723 -5.2029 1.4528 -0.002 -0.001 -0.002
H -6.4455 -5.3232 -0.8830 0.000 -0.001 -0.001
H -5.2156 -4.0852 -2.6558 -0.002 0.000 0.001
H -3.2561 -2.7507 -2.1004 0.010 0.004 0.004
H -0.8817 -4.4327 -0.1582 0.001 -0.006 -0.004
H 0.5382 -5.9749 -1.3956 -0.002 0.000 0.001
H 1.7360 -5.2391 -3.4426 -0.001 0.001 -0.001
H 1.4958 -2.9145 -4.2297 0.000 0.000 -0.002
H 0.4966 -0.7078 -4.0066 0.016 0.007 0.008
H -1.0167 0.8315 -2.8325 -0.002 -0.013 -0.024
H -2.4950 2.7273 -2.5294 -0.014 0.005 0.003
H -3.9707 3.0837 -4.4790 0.001 -0.003 -0.002
H -5.6853 2.2659 -5.9762 0.000 -0.001 0.001
H -7.0711 2.1323 -4.8963 0.000 -0.001 0.000
H -6.4404 0.6941 -5.6892 0.001 0.000 -0.001
H -6.3094 -0.3084 -3.3355 0.000 0.003 0.000
H -4.8421 -0.6508 -1.3656 0.012 -0.007 0.005
S 0.1540 2.8203 -1.5109 -0.059 -0.081 0.034
C 0.8087 3.2443 -3.0175 0.106 0.016 -0.204
N 1.9017 2.6063 -3.5194 -0.246 0.215 0.005
C 2.4326 2.9286 -4.7075 -0.036 -0.021 0.085
C 1.8611 3.9090 -5.4635 -0.047 0.046 -0.010
C 0.7531 4.5548 -4.8909 0.064 -0.007 -0.062
N 0.2425 4.2495 -3.7215 -0.010 -0.025 0.058
H 2.4453 1.9234 -2.9075 0.086 -0.110 -0.167
H 3.3189 2.3746 -4.9852 -0.001 -0.014 0.005
H 2.2536 4.1871 -6.4282 -0.005 0.008 -0.003
H 0.2664 5.3679 -5.4202 0.003 -0.003 -0.007
C 3.8338 2.8987 2.9234 -0.001 -0.007 0.017
N 3.8670 2.4072 1.5548 0.017 0.044 -0.035
C 5.0246 2.3301 0.8477 -0.022 -0.022 0.055
C 5.0502 1.9512 -0.4391 -0.027 -0.005 -0.101
C 3.8070 1.6030 -1.0891 0.047 -0.050 0.331
O 3.7503 1.3180 -2.3006 0.110 -0.035 0.016
N 2.6808 1.6065 -0.3159 0.113 0.090 -0.116
C 2.6328 2.0988 0.9705 -0.020 -0.019 0.072
O 1.6074 2.2680 1.5920 0.030 -0.020 -0.015
H 4.8477 2.8966 3.3177 0.000 0.006 -0.005
H 3.2008 2.2523 3.5257 0.004 -0.006 0.003
H 3.4240 3.9079 2.9650 -0.008 -0.007 -0.007
H 5.9210 2.6002 1.3903 0.002 -0.001 -0.004
H 5.9662 1.8952 -1.0039 -0.001 0.007 0.001
Cl 2.0481 -1.2684 -0.4289 0.050 -0.039 -0.017
```
Forces are in eV/Å.

For the energy above the lowest of the compared OMol25 structures with the same formula, charge and spin, the calculation gives 31.8 kcal/mol. The value obtained for the HOMO energy is -0.2870 hartree. The gap between HOMO and LUMO is 7.555 eV. The calculation puts the largest force on an atom at 0.421 eV Å⁻¹. The calculation puts the energy at -107586.2627 eV. The molar mass is 998.5 g/mol. As for the charge: 0.

Which charges does Löwdin predict for the atoms? In e, they are: Pt 0.66; C -0.05; C -0.27; C -0.02; C -0.04; C -0.40; C -0.08; C -0.04; S 1.01; O -0.56; C -0.27; C -0.05; C -0.01; C -0.15; C -0.03; C -0.08; C -0.07; C -0.02; C -0.10; C -0.15; C -0.15; C -0.14; C 0.00; C -0.05; C -0.07; C -0.03; C -0.22; C -0.04; C -0.25; C -0.33; S 1.01; O -0.47; C -0.36; C -0.09; C -0.04; C -0.27; C -0.05; C -0.03; C -0.06; H 0.08; H 0.08; H 0.08; H 0.12; H 0.11; H 0.11; H 0.11; H 0.11; H 0.12; H 0.11; H 0.10; H 0.10; H 0.12; H 0.12; H 0.11; H 0.10; H 0.12; H 0.12; H 0.06; H 0.07; H 0.11; H 0.07; H 0.08; H 0.08; H 0.12; H 0.10; S 0.74; C -0.71; N 0.08; C -0.04; C -0.04; C -0.11; N 0.07; H 0.06; H 0.14; H 0.10; H 0.12; C -0.02; N -0.05; C -0.06; C 0.01; C -0.51; O -0.05; N -0.08; C -0.53; O 0.05; H 0.09; H 0.09; H 0.10; H 0.13; H 0.11; Cl 0.09

[2]
Density functional theory data (ωB97M-V/def2-TZVPD) for an isolated molecule of C11H23N3O3.

Geometry as XYZ:
```
40
Properties=species:S:1:pos:R:3:forces:R:3
C 0.1538 -4.0102 -1.9716 2.280 -1.069 1.558
C -0.4645 -3.4693 -0.7337 5.100 1.549 2.198
C -1.4006 -4.3079 0.0147 -3.710 1.372 -3.008
C -0.7406 -1.9590 -0.8217 -3.098 -1.134 -1.469
N -0.8182 -1.3020 0.3808 -3.008 1.753 5.811
C -0.8470 0.0648 0.5691 -2.282 0.886 3.365
O -1.4334 0.4367 1.6852 2.633 -0.538 -4.614
C -0.3047 1.0611 -0.5045 0.869 -3.006 -3.172
N -1.2157 1.0303 -1.7695 1.483 0.037 1.876
C 0.0192 2.3844 -0.0017 -1.134 1.512 1.702
C 1.2836 2.4035 0.9216 -0.403 -0.817 -3.293
C 1.9446 3.8217 0.9632 -0.513 -2.687 3.612
C 3.1483 3.7733 1.9318 0.542 3.614 -1.301
N 2.8578 3.1906 3.1896 -3.606 -0.888 1.641
C -2.1028 -1.8374 -1.5332 -2.362 -0.099 -2.445
O -2.3989 -2.1707 -2.6698 1.482 -0.011 0.951
O -3.1412 -1.3962 -0.7669 2.613 0.314 2.312
H 0.8081 -3.2193 -2.3721 0.170 -0.684 0.035
H 0.7556 -4.9597 -1.5872 -1.235 1.784 -1.610
H -0.5860 -4.1672 -2.6638 -1.537 -1.114 -2.092
H 0.4922 -3.4280 -0.1280 -0.865 0.181 0.203
H -1.1919 -5.2916 0.2414 1.244 -1.986 0.310
H -1.7655 -3.8280 0.8775 -0.477 0.580 1.185
H -2.2752 -4.3704 -0.7385 0.538 -0.227 1.375
H -0.0351 -1.3801 -1.3457 1.042 -0.079 -1.497
H -1.6542 -1.5311 1.1460 2.929 -0.147 -2.543
H 0.6285 0.6223 -0.9192 -0.228 -0.257 0.371
H -0.7680 1.6776 -2.4759 -1.393 -0.730 1.327
H -2.1275 1.2684 -1.3793 0.029 0.632 -1.062
H 0.1214 3.1517 -0.7831 -0.389 -0.418 0.061
H -0.9468 2.4497 0.5817 0.989 1.669 -0.041
H 1.9530 1.6684 0.3636 -0.320 0.585 1.262
H 0.8019 1.9675 1.7997 1.159 0.271 0.554
H 1.1647 4.2859 1.5270 -0.554 1.640 -0.167
H 2.2160 4.2448 0.0492 -0.071 0.565 -1.609
H 3.9889 3.4498 1.3589 0.821 -1.244 0.084
H 3.5356 4.8895 2.1927 -1.115 -2.193 -0.669
H 2.0886 3.8863 3.4805 1.503 -1.357 0.408
H 2.2056 2.3020 3.1227 2.159 1.985 -0.215
H -3.9497 -1.4024 -1.2316 -1.283 -0.240 -1.395
```
Forces are in eV/Å.

For the energy above the lowest of the compared OMol25 structures with the same formula, charge and spin, the calculation gives 96.3 kcal/mol. The value obtained for the HOMO energy is -0.3502 hartree. The gap between HOMO and LUMO is 10.120 eV. Its SMILES is CC(C)[C@H](NC(=O)[C@@H](N)CCCCN)C(=O)O. The calculation puts the largest force on an atom at 6.774 eV Å⁻¹. The calculation puts the energy at -22389.6835 eV. The molar mass is 245.3 g/mol. As for the charge: 0.

Which charges does Löwdin predict for the atoms? In e, they are: C -0.06; C -0.43; C -0.04; C -0.26; N 0.08; C -0.32; O -0.03; C -0.34; N 0.07; C -0.21; C -0.18; C -0.18; C -0.37; N -0.05; C -0.44; O 0.09; O 0.10; H 0.09; H 0.14; H 0.04; H 0.15; H 0.06; H 0.07; H 0.13; H 0.14; H 0.23; H 0.13; H 0.11; H 0.08; H 0.12; H 0.13; H 0.13; H 0.10; H 0.10; H 0.09; H 0.08; H 0.15; H 0.10; H 0.10; H 0.10

[3]
Density functional theory data (ωB97M-V/def2-TZVPD) for a structure of composition F2HNS.

Geometry as XYZ:
```
5
Properties=species:S:1:pos:R:3:forces:R:3
N 0.5066 -0.2724 0.2390 -0.999 6.904 0.676
F 1.0295 2.3655 -0.3030 -2.105 -1.942 1.152
F -1.0654 -1.8796 -0.1677 -1.256 -1.198 -0.513
S -0.1527 1.0904 0.3298 4.827 -2.697 -1.488
H -0.3179 -1.3039 -0.0981 -0.467 -1.068 0.173
```
Forces are in eV/Å.

For the energy above the lowest of the compared OMol25 structures with the same formula, charge and spin, the calculation gives 29.6 kcal/mol. The value obtained for the HOMO energy is -0.4497 hartree. The gap between HOMO and LUMO is 9.246 eV. The calculation puts the largest force on an atom at 7.009 eV Å⁻¹. The calculation puts the energy at -17773.9116 eV. The molar mass is 85.1 g/mol. As for the charge: 0.

Which charges does Löwdin predict for the atoms? In e, they are: N -0.29; F -0.50; F -0.15; S 1.09; H -0.15

[4]
Density functional theory data (ωB97M-V/def2-TZVPD) for a cluster of 8 separate species, H16O8 in total.

Geometry as XYZ:
```
24
Properties=species:S:1:pos:R:3:forces:R:3
O -1.4058 0.1979 -0.0951 0.175 -1.334 -1.410
H -0.5099 0.5883 -0.1745 -0.745 -0.472 -0.171
H -1.4761 -0.5301 -0.7976 0.614 1.764 1.543
O 3.5700 -0.8580 -0.4716 0.738 1.716 -0.884
H 2.9669 -1.4767 -0.8548 -0.743 -0.730 -0.300
H 3.6651 -0.1855 -1.1982 -0.031 -1.036 1.134
O 0.9284 3.0406 2.2650 -1.080 3.094 -0.599
H 1.2648 2.2818 2.6407 1.109 -2.748 1.066
H 0.5738 3.5097 3.0438 0.039 -0.263 -0.683
O 1.1275 -1.2760 -3.3002 2.128 0.522 0.441
H 0.7031 -1.8489 -3.8819 -2.188 -1.686 -1.349
H 2.0095 -1.4183 -3.7017 -0.100 0.794 0.822
O -1.2033 -3.7782 2.7354 -0.413 1.328 -2.786
H -1.4404 -3.2275 1.8804 0.605 -1.555 2.907
H -1.6793 -3.3855 3.4695 -0.189 0.253 -0.120
O 1.8393 1.1799 -2.5861 -2.734 -1.656 -2.434
H 2.4384 1.4206 -1.9689 2.891 1.469 3.178
H 1.8383 1.8613 -3.2427 -0.027 0.600 -0.539
O -4.3048 0.0363 -2.5787 1.897 -2.208 -0.310
H -4.3841 0.7151 -1.9479 -0.446 1.619 1.198
H -3.4875 -0.4241 -2.2254 -1.459 0.631 -0.883
O -0.6670 1.4673 4.0426 2.713 0.561 -1.055
H -1.4515 1.2433 4.4375 -3.479 -0.443 1.279
H -0.1065 0.7986 4.4311 0.725 -0.220 -0.044
```
Forces are in eV/Å.

For the energy above the lowest of the compared OMol25 structures with the same formula, charge and spin, the calculation gives 89.8 kcal/mol. The value obtained for the HOMO energy is -0.4057 hartree. The gap between HOMO and LUMO is 11.191 eV. Its SMILES is O.O.O.O.O.O.O.O. The calculation puts the largest force on an atom at 4.540 eV Å⁻¹. The calculation puts the energy at -16638.1175 eV. The molar mass is 144.1 g/mol. As for the charge: 0.

Which charges does Löwdin predict for the atoms? In e, they are: O -0.10; H 0.04; H 0.06; O -0.06; H 0.01; H 0.04; O -0.04; H -0.03; H 0.04; O -0.05; H -0.01; H 0.06; O -0.11; H 0.10; H 0.01; O 0.00; H -0.03; H 0.04; O -0.06; H 0.00; H 0.05; O 0.00; H -0.01; H 0.05